P | Formula: C4H13N3
Source: OMol25
Level of theory: ωB97M-V with the def2-TZVPD basis set

```
20
Properties=species:S:1:pos:R:3:nbo_charge:R:1
C -1.7199 -0.8633 0.3799 -0.07
C -1.2100 1.2567 -0.0110 -0.07
C 2.3150 -0.4570 0.0324 -0.68
C 1.3501 0.6971 0.2516 -0.30
N -2.2492 0.2998 -0.1265 -0.58
N -0.2949 -0.9385 -0.2783 -0.41
N 0.0883 0.5027 -0.4500 -0.18
H -1.5496 -0.6497 1.4769 0.24
H -2.3417 -1.7264 0.1725 0.29
H -1.4461 2.1350 -0.6411 0.29
H -0.9761 1.5567 0.9999 0.23
H 2.0682 -1.3629 0.6547 0.22
H 2.2617 -0.9539 -0.9580 0.24
H 3.4481 -0.2798 0.2904 0.34
H 1.7789 1.6995 -0.0232 0.30
H 1.1775 0.8527 1.4144 0.27
H -2.8962 0.5083 -0.8217 0.45
H 0.5212 -1.4496 0.1913 0.49
H -0.5306 -1.4241 -1.1217 0.46
H 0.2054 0.5967 -1.4325 0.45
```

For the HOMO-LUMO gap, the calculation gives 11.78 eV. The LUMO energy comes out at -7.953 eV. As for the charge: +2.



Q | Formula: C4H13N3
Source: OMol25
Level of theory: ωB97M-V with the def2-TZVPD basis set

```
20
Properties=species:S:1:pos:R:3:nbo_charge:R:1
C 1.7328 0.6563 -0.4398 -0.21
C 0.8183 -0.5189 -0.0717 -0.47
C -0.5769 -0.1036 0.3004 0.19
C -1.6183 -0.5776 -0.3822 -0.05
N -2.9511 -0.0990 0.0272 -0.69
N -0.8391 0.4131 1.6065 -0.89
N 3.0847 0.1408 -0.9111 -0.67
H 1.3067 1.1854 -1.2899 0.24
H 1.9636 1.3741 0.3415 0.24
H 1.3190 -1.1270 0.6717 0.24
H 0.7747 -1.1450 -0.9696 0.23
H -1.5412 -1.2371 -1.2338 0.25
H -2.8542 0.5098 0.8490 0.48
H -3.4148 0.3827 -0.7518 0.46
H -3.5309 -0.9310 0.1707 0.46
H -0.5812 1.3706 1.8241 0.41
H -0.3848 -0.1662 2.3060 0.41
H 3.0086 -0.1267 -1.8983 0.45
H 3.4358 -0.6989 -0.4437 0.46
H 3.7740 0.8971 -0.9398 0.46
```

For the HOMO-LUMO gap, the calculation gives 11.19 eV. The LUMO energy comes out at -6.701 eV. As for the charge: +2.



Stability check: which of them is least stable? P.



P | Formula: C4H13N3
Source: OMol25
Level of theory: ωB97M-V with the def2-TZVPD basis set

```
20
Properties=species:S:1:pos:R:3:nbo_charge:R:1
C -0.9536 0.8418 0.6062 -0.11
C 1.1977 -0.1220 0.1163 0.57
C 2.1604 -1.4364 0.2083 -0.67
C 1.7619 1.1476 -0.4140 -0.73
N 0.0080 -0.1965 0.5053 -0.54
N -1.9869 0.4913 -0.4355 -0.35
N -2.6363 -0.8196 -0.2688 -0.67
H -1.4588 0.7679 1.5927 0.28
H -0.5695 1.9105 0.6799 0.30
H 3.1835 -1.1294 0.2012 0.27
H 2.1376 -2.1030 -0.6899 0.30
H 1.9254 -2.0260 1.0583 0.25
H 2.6627 0.9837 -1.0681 0.31
H 2.1471 1.7469 0.4474 0.32
H 1.0125 1.7390 -0.8310 0.24
H -0.2569 -1.0064 1.2040 0.48
H -2.6582 1.2746 -0.5075 0.47
H -1.5143 0.2817 -1.3088 0.45
H -2.5288 -1.4665 -1.0169 0.41
H -3.6335 -0.8791 -0.0793 0.43
```

For the HOMO-LUMO gap, the calculation gives 11.51 eV. The LUMO energy comes out at -8.463 eV. As for the charge: +2.



Q | Formula: C4H13N3
Source: OMol25
Level of theory: ωB97M-V with the def2-TZVPD basis set

```
20
Properties=species:S:1:pos:R:3:nbo_charge:R:1
C 0.0597 2.7413 -0.2565 0.72
C -1.0022 2.7729 0.6609 -0.79
C 0.2260 -0.5911 -1.4051 -0.48
C 0.8711 -2.4720 0.9348 -0.47
N 0.9731 2.7388 -0.9529 -0.45
N 0.0543 -0.2706 0.1030 -0.46
N -0.2676 -1.5099 0.8116 -0.38
H -1.3790 1.6997 0.8815 0.33
H -0.9928 3.4482 1.5143 0.35
H -1.7312 3.1082 -0.0152 0.32
H -0.3530 -1.5717 -1.6079 0.24
H 1.2337 -0.5037 -1.8729 0.24
H -0.1368 0.2893 -1.9388 0.22
H 1.7842 -1.9385 0.6598 0.24
H 0.9801 -2.9776 1.9678 0.28
H 0.8427 -3.2384 0.1933 0.26
H 1.5423 3.1675 -1.7019 0.52
H 0.9181 0.1352 0.4249 0.38
H -0.4852 -1.1017 1.8601 0.46
H -1.0885 -2.0514 0.5834 0.46
```

For the HOMO-LUMO gap, the calculation gives 10.75 eV. The LUMO energy comes out at -7.946 eV. As for the charge: +2.



R | Formula: C4H13N3
Source: OMol25
Level of theory: ωB97M-V with the def2-TZVPD basis set

```
20
Properties=species:S:1:pos:R:3:nbo_charge:R:1
C 2.0027 0.5480 -0.5664 0.16
C 0.8762 -1.3151 0.2535 -0.09
C -0.8307 1.9362 0.3908 -0.42
C -1.5797 -1.2301 -0.3005 -0.48
N 1.8488 -0.3229 0.3554 -0.48
N -0.3831 0.7514 -0.3052 -0.44
N -0.4439 -0.5505 0.3411 -0.23
H 2.5013 1.5819 -0.2823 0.31
H 1.6178 0.1855 -1.4744 0.22
H 1.0639 -1.7189 -0.6720 0.25
H 1.0720 -2.1511 1.0697 0.31
H -0.3819 2.6796 -0.1995 0.25
H -1.9006 1.9942 0.1048 0.24
H -0.4806 1.8127 1.3680 0.21
H -1.6180 -2.3731 -0.1303 0.27
H -2.5843 -0.9639 0.0123 0.28
H -1.6501 -1.1203 -1.3311 0.25
H 2.1876 -0.3281 1.3082 0.46
H -0.5759 0.8517 -1.3013 0.43
H -0.7418 -0.2672 1.3593 0.48
```

For the HOMO-LUMO gap, the calculation gives 9.75 eV. The LUMO energy comes out at -9.180 eV. As for the charge: +2.



Stability check: which of them is least stable? R.



P | Formula: C4H13N3
Source: OMol25
Level of theory: ωB97M-V with the def2-TZVPD basis set

```
20
Properties=species:S:1:pos:R:3:nbo_charge:R:1
C -0.1298 1.4064 -0.0679 0.18
C -0.9445 0.2237 -0.3612 -0.55
C 0.2497 -0.6786 0.0650 0.07
C 1.1061 -0.4851 1.1334 0.04
N 2.0026 -1.5851 1.3750 -0.87
N 0.1877 -2.0336 -0.3814 -0.71
N -2.0524 2.7696 -1.4187 -1.00
H 0.5230 1.7462 -0.9052 0.25
H -0.2073 2.0895 0.7129 0.23
H -1.4099 -0.0769 -1.4055 0.34
H -1.7373 0.1634 0.4356 0.28
H 1.2550 0.1896 1.9735 0.28
H 2.1045 -1.6074 2.4134 0.43
H 2.9545 -1.4339 0.9699 0.44
H 0.9432 -2.5237 0.2111 0.50
H -0.7225 -2.4743 -0.1937 0.46
H 0.3496 -2.1902 -1.3816 0.46
H -2.7634 2.6052 -2.0603 0.40
H -1.5901 3.5604 -1.8424 0.39
H -2.3531 3.0982 -0.5673 0.38
```

For the HOMO-LUMO gap, the calculation gives 7.77 eV. The LUMO energy comes out at -10.372 eV. As for the charge: +2.



Q | Formula: C4H13N3
Source: OMol25
Level of theory: ωB97M-V with the def2-TZVPD basis set

```
20
Properties=species:S:1:pos:R:3:nbo_charge:R:1
C 0.2490 -0.1364 0.1359 0.53
C -0.9350 1.9989 0.5829 -0.45
C 2.6188 -0.0207 -0.3448 -0.49
C -0.9999 -1.1105 0.5740 -0.25
N 0.1462 1.1516 0.0710 -0.52
N 1.3824 -0.7662 -0.0061 -0.48
N -1.7993 -1.3330 -0.7553 -0.73
H -1.7905 1.8106 0.0215 0.21
H -1.2202 1.8112 1.6012 0.24
H -0.7314 3.1488 0.5430 0.30
H 2.8610 0.9380 0.0917 0.25
H 2.3534 0.2403 -1.3853 0.23
H 3.6077 -0.6091 -0.1156 0.31
H -0.6212 -2.0741 0.8972 0.26
H -1.5965 -0.6942 1.3531 0.28
H 1.0451 1.5960 -0.1173 0.44
H 1.3148 -1.7035 0.1091 0.42
H -1.1119 -1.6151 -1.5762 0.48
H -2.3610 -0.4482 -1.0777 0.49
H -2.4115 -2.1844 -0.6023 0.48
```

For the HOMO-LUMO gap, the calculation gives 10.79 eV. The LUMO energy comes out at -8.093 eV. As for the charge: +2.



Stability check: which of them is least stable? P.



P | Formula: C3H13N2Si
Source: OMol25
Level of theory: ωB97M-V with the def2-TZVPD basis set

```
19
Properties=species:S:1:pos:R:3:nbo_charge:R:1
C -1.5398 -1.0786 -0.6795 -0.45
C -1.5604 0.9643 0.6690 -0.47
C 2.0324 1.4353 -0.4680 -1.13
N 1.3487 -1.7024 0.2130 -1.32
N -0.9665 -0.3017 0.4082 -0.64
Si 1.1418 0.0139 0.5087 1.68
H -0.8447 -0.9491 -1.6436 0.22
H -1.6144 -2.1728 -0.4994 0.25
H -2.5267 -0.6324 -0.9748 0.24
H -1.3250 1.3248 1.6742 0.24
H -1.3398 1.8153 -0.0582 0.23
H -2.6406 0.8688 0.8161 0.23
H 1.9978 2.3297 0.1474 0.27
H 3.0506 1.1109 -0.7429 0.29
H 2.2947 -2.0742 0.0554 0.42
H 0.7586 -2.2398 -0.4242 0.41
H -1.0320 -0.8941 1.2509 0.43
H 1.5720 1.8053 -1.4859 0.29
H 0.9812 -0.1851 1.8819 -0.19
```

For the HOMO-LUMO gap, the calculation gives 10.73 eV. The LUMO energy comes out at -3.329 eV. As for the charge: +1.



Q | Formula: C3H13N2Si
Source: OMol25
Level of theory: ωB97M-V with the def2-TZVPD basis set

```
19
Properties=species:S:1:pos:R:3:nbo_charge:R:1
C -1.4789 0.8233 -1.0922 -0.72
C 0.4664 -0.7779 -1.4863 -0.30
C -0.6029 -0.2524 -0.5412 0.14
N 0.5130 0.6076 0.7736 -1.02
N 1.6281 -1.1509 -0.7411 -0.87
Si -0.0350 0.4004 2.5363 1.05
H -2.2651 0.2217 -1.6877 0.28
H -2.0737 1.3122 -0.2202 0.25
H -1.0855 1.7921 -1.5047 0.26
H 0.5331 0.0174 -2.2774 0.23
H 0.0425 -1.6720 -2.0046 0.23
H -1.1658 -0.8824 0.1639 0.23
H 0.5684 1.5660 0.4870 0.42
H 1.4517 0.1055 0.7667 0.46
H 2.5555 -1.1652 -1.2311 0.41
H 1.4225 -2.1031 -0.4512 0.38
H 0.8149 -0.5751 3.1514 -0.14
H -1.3409 0.1261 1.9676 -0.18
H 0.0517 1.6065 3.3913 -0.12
```

For the HOMO-LUMO gap, the calculation gives 10.47 eV. The LUMO energy comes out at -3.587 eV. As for the charge: +1.



Stability check: which of them is least stable? Q.



P | Formula: C4H3NS2
Source: OMol25
Level of theory: ωB97M-V with the def2-TZVPD basis set

```
10
Properties=species:S:1:pos:R:3:nbo_charge:R:1
C -2.5808 -0.1451 0.4958 -0.20
C -1.5123 -0.1087 -0.0553 -0.04
C -0.2684 -0.0752 -0.7810 -0.59
C 2.0053 0.4469 0.4791 -0.08
H -3.4818 -0.1051 1.0333 0.24
H -0.5409 -0.0021 -1.8212 0.27
H 2.7870 1.0268 0.9764 0.22
N 2.0400 -0.8203 0.5078 -0.53
S 0.7699 1.3461 -0.4102 0.28
S 0.7819 -1.5633 -0.4246 0.43
```

For the HOMO-LUMO gap, the calculation gives 9.50 eV. The LUMO energy comes out at 0.716 eV.



Q | Formula: C4H3NS2
Source: OMol25
Level of theory: ωB97M-V with the def2-TZVPD basis set

```
10
Properties=species:S:1:pos:R:3:nbo_charge:R:1
C -0.2243 -1.1740 -0.4845 -0.52
C 0.9362 -0.5087 0.0157 0.21
C 0.4998 1.6680 0.8024 -0.05
C -1.4807 -0.7013 -0.5773 0.00
N 1.2966 0.6516 0.4921 -0.53
S -2.9813 -0.6845 -0.9705 0.22
S -1.0383 1.7485 0.2170 0.02
H 0.0677 -2.1131 -0.7838 0.26
H 1.8750 -1.2067 -0.1429 0.18
H 1.0493 2.3200 1.4318 0.20
```

For the HOMO-LUMO gap, the calculation gives 7.61 eV. The LUMO energy comes out at -1.230 eV.



Stability check: which of them is least stable? Q.



P | Formula: C8H12
Source: OMol25
Level of theory: ωB97M-V with the def2-TZVPD basis set

```
20
Properties=species:S:1:pos:R:3:nbo_charge:R:1
C -0.8169 1.3021 1.8318 -0.60
C -1.1962 -0.0026 1.0869 -0.44
C -1.3723 0.1022 -0.4178 -0.05
C -2.6486 -0.1541 -0.9032 -0.38
C 1.0202 -0.3724 -0.6047 -0.24
C -0.1556 0.0909 -1.2280 -0.20
C 3.4372 -0.6968 -0.4449 -0.39
C 2.3276 -0.4442 -1.2288 -0.22
H -1.1238 1.3637 2.9084 0.21
H 0.2508 1.3266 1.9841 0.21
H -1.2886 2.0756 1.2445 0.22
H -2.2087 -0.0547 1.6283 0.21
H -0.7116 -0.8909 1.4671 0.21
H -2.8684 0.2750 -1.9847 0.19
H -3.5501 -0.7073 -0.4000 0.22
H 0.9048 -1.1157 0.1989 0.21
H -0.1893 0.2674 -2.3707 0.22
H 4.3621 -0.3456 -0.8449 0.20
H 3.4273 -1.5116 0.4126 0.21
H 2.4002 -0.5075 -2.3351 0.22
```

For the HOMO-LUMO gap, the calculation gives 7.72 eV. The LUMO energy comes out at 0.019 eV.



Q | Formula: C8H12
Source: OMol25
Level of theory: ωB97M-V with the def2-TZVPD basis set

```
20
Properties=species:S:1:pos:R:3:nbo_charge:R:1
C -0.7533 -1.8937 -0.4484 -0.38
C -0.0831 -1.2525 -1.6718 -0.37
C -0.2014 0.0410 -0.8048 -0.20
C 0.2989 1.3817 -0.2946 -0.24
C 1.3070 0.9875 0.6887 -0.38
C 0.1273 0.3107 1.4366 -0.21
C -0.6789 1.5244 0.8702 -0.39
C 0.0342 -0.7845 0.3813 -0.23
H -0.4658 -2.9054 -0.1324 0.20
H -1.8250 -1.8768 -0.4526 0.21
H 0.9532 -1.5937 -1.8262 0.20
H -0.6533 -1.2330 -2.5181 0.20
H -1.3041 0.1814 -0.9721 0.17
H 0.4751 2.1414 -1.0183 0.21
H 1.6114 1.8650 1.3781 0.20
H 2.1235 0.3212 0.3532 0.20
H 0.2460 0.1464 2.5649 0.22
H -0.4798 2.4420 1.4655 0.21
H -1.7669 1.4153 0.6517 0.20
H 1.0346 -1.2182 0.3492 0.17
```

For the HOMO-LUMO gap, the calculation gives 10.56 eV. The LUMO energy comes out at 1.185 eV.



R | Formula: C8H12
Source: OMol25
Level of theory: ωB97M-V with the def2-TZVPD basis set

```
20
Properties=species:S:1:pos:R:3:nbo_charge:R:1
C 1.5119 2.0181 1.6602 -0.60
C 1.6596 1.4224 0.2553 -0.43
C 0.3259 0.9103 -0.2708 -0.02
C -0.3770 1.7426 -1.0388 -0.39
C -0.8962 -1.2263 -0.5574 -0.19
C -0.1197 -0.4074 0.1595 -0.21
C -1.9809 -3.3998 -0.9706 -0.38
C -1.3383 -2.5683 -0.1568 -0.21
H 2.4646 2.4592 1.9864 0.21
H 1.3867 1.2564 2.4311 0.20
H 0.7550 2.7939 1.6897 0.21
H 2.0289 2.2205 -0.3948 0.21
H 2.4757 0.6982 0.1922 0.21
H -1.3627 1.4196 -1.3812 0.19
H -0.1618 2.7292 -1.4131 0.20
H -1.1563 -0.9751 -1.5814 0.20
H 0.3035 -0.7548 1.0969 0.20
H -2.1953 -4.3932 -0.5941 0.20
H -2.2580 -3.1958 -1.9915 0.20
H -1.0655 -2.7496 0.8793 0.20
```

For the HOMO-LUMO gap, the calculation gives 8.92 eV. The LUMO energy comes out at 0.614 eV.



S | Formula: C8H12
Source: OMol25
Level of theory: ωB97M-V with the def2-TZVPD basis set

```
20
Properties=species:S:1:pos:R:3:nbo_charge:R:1
C -2.3664 1.3167 -0.3061 -0.66
C -1.9179 -0.1132 0.0969 -0.19
C 1.2772 1.1509 0.8587 -0.45
C 0.5433 0.3011 -0.2687 -0.30
C -0.6909 -0.6218 -0.0445 0.02
C 2.0795 0.2438 -0.0115 0.04
C -0.4922 -2.0636 0.1604 -0.61
C 3.1973 -0.3430 -0.3835 -0.39
H -3.5336 1.4846 -0.3397 0.22
H -1.9871 1.6497 -1.3772 0.21
H -2.6830 -0.7190 0.2847 0.18
H 1.4040 2.2590 0.5791 0.23
H 0.9845 0.8060 1.9280 0.24
H 0.2536 1.0237 -1.1830 0.22
H -1.4568 -2.5859 0.6662 0.21
H 0.2869 -2.1462 0.7731 0.20
H -0.1870 -2.4445 -0.8643 0.22
H -1.9148 1.9164 0.4900 0.22
H 4.0903 -0.0899 0.0373 0.20
H 3.1131 -1.0247 -1.0960 0.20
```

For the HOMO-LUMO gap, the calculation gives 9.71 eV. The LUMO energy comes out at 1.014 eV.



Stability check: which of them is least stable? P.